(1)
79
Properties=species:S:1:pos:R:3:mulliken_spin:R:1 method="wB97M-V/def2-TZVPD" total_charge=+1 de_lowest_kj_mol=0.0 spin_multiplicity=2
Ti 0.1733 -0.3715 -0.2203 1.05
C -1.2522 1.1298 -4.2641 0.00
C -0.5369 -0.1661 -3.8618 0.01
C -0.1299 -0.9679 -5.0995 0.00
C -1.4094 -0.9845 -2.9603 0.00
C -2.5716 -1.6876 -3.2793 0.00
C -3.0120 -2.2309 -2.0855 0.00
N -2.1661 -1.8782 -1.1151 0.01
N -1.1688 -1.1195 -1.6438 -0.05
B -2.2100 -2.2639 0.3767 0.01
N -2.3243 -0.9905 1.2388 0.01
C -3.3329 -0.6021 2.0237 0.00
C -2.9808 0.5836 2.6399 0.00
C -1.6979 0.8765 2.1711 0.01
N -1.3123 -0.0878 1.3194 -0.05
C -0.8135 2.0266 2.5502 0.00
C -1.6085 3.3291 2.6451 0.00
C -0.1036 1.7167 3.8739 0.00
N -0.9114 -2.9843 0.7510 -0.01
C -0.7546 -4.1774 1.3346 0.00
C 0.5908 -4.3905 1.5436 0.00
C 1.2286 -3.2452 1.0555 0.00
N 0.3030 -2.4006 0.5746 0.01
C 2.6971 -2.9599 1.0013 0.00
C 3.3397 -3.7067 -0.1720 0.00
C 3.3775 -3.3112 2.3248 0.00
H -0.6043 1.7288 -4.9056 0.00
H -1.5269 1.7271 -3.3926 0.00
H -2.1655 0.9064 -4.8186 0.00
H 0.3647 0.0962 -3.3046 0.00
H -1.0047 -1.2064 -5.7073 0.00
H 0.3638 -1.9005 -4.8251 0.00
H 0.5559 -0.3843 -5.7140 0.00
H -3.0314 -1.7871 -4.2476 0.00
H -3.8712 -2.8438 -1.8671 0.00
H -3.1600 -2.9629 0.5742 0.00
H -4.2283 -1.1968 2.1009 0.00
H -3.5707 1.1549 3.3358 0.00
H -0.0525 2.1375 1.7740 0.00
H -2.3360 3.2773 3.4572 0.00
H -2.1496 3.5395 1.7205 0.00
H -0.9394 4.1640 2.8544 0.00
H -0.8322 1.6115 4.6797 0.00
H 0.5786 2.5261 4.1366 0.00
H 0.4678 0.7908 3.8070 0.00
H -1.6097 -4.7927 1.5623 0.00
H 1.0516 -5.2546 1.9903 0.00
H 2.8166 -1.8913 0.8225 0.00
H 3.2598 -4.7863 -0.0301 0.00
H 4.3984 -3.4518 -0.2447 0.00
H 2.8582 -3.4439 -1.1140 0.00
H 3.3066 -4.3816 2.5249 0.00
H 2.9221 -2.7774 3.1604 0.00
H 4.4360 -3.0527 2.2824 0.00
F 5.8633 1.9479 2.6164 0.00
C 5.0543 1.4418 1.6988 0.00
C 5.5092 1.2103 0.4105 0.00
F 6.7643 1.4994 0.1009 0.00
C 4.6624 0.6838 -0.5501 0.00
F 5.1348 0.4780 -1.7740 0.00
C 3.3363 0.3678 -0.2623 0.00
S 2.2752 -0.3228 -1.4720 -0.03
C 2.9306 0.6205 1.0331 0.01
F 1.6273 0.3274 1.3706 0.00
C 3.7426 1.1421 2.0161 0.00
F 3.2692 1.3541 3.2405 0.00
Se 1.1335 2.8523 -1.1011 0.00
N -0.2312 1.7313 -0.7668 0.00
C -1.3621 2.4318 -0.7998 0.00
C -2.6743 1.9173 -0.6517 0.01
C -3.7179 2.7848 -0.7298 0.00
C -3.5335 4.1852 -0.9437 0.00
C -2.2984 4.7170 -1.1026 0.00
C -1.1722 3.8466 -1.0450 0.00
N 0.0748 4.2439 -1.2168 0.00
H -2.8321 0.8574 -0.5048 0.00
H -4.7284 2.4086 -0.6342 0.00
H -4.4081 4.8204 -0.9869 0.00
H -2.1306 5.7707 -1.2800 0.00

(2)
74
Properties=species:S:1:pos:R:3:lowdin_charge:R:1 method="wB97M-V/def2-TZVPD" total_charge=-1 total_energy_ev=-49532.1621
N 0.7297 -4.0553 0.4144 0.01
C 0.2227 -3.9871 -0.9608 -0.30
C -1.2926 -3.8492 -0.9940 -0.19
C -1.8187 -2.5611 -0.3225 -0.17
C -2.7851 -1.7244 -1.1837 -0.12
C -2.2142 -0.3721 -1.6487 -0.39
C -1.7036 0.5090 -0.5007 -0.01
B -2.4742 0.5545 0.8887 -0.65
O -3.8366 0.3197 1.0013 0.13
O -1.7987 0.9287 2.0209 0.17
C -1.1046 -0.6810 -2.6796 -0.02
C -1.8672 -0.9945 -3.9560 -0.46
O -1.4404 -1.4876 -4.9756 0.07
N -3.1901 -0.5754 -3.7660 0.11
C -3.1564 0.3656 -2.6241 -0.28
C -4.5050 0.8734 -2.1535 -0.13
C -5.0101 2.1054 -2.9309 -0.19
C -5.6955 3.1444 -2.0331 -0.19
C -4.7683 4.2372 -1.5294 -0.27
O -3.9180 3.7880 -0.4779 -0.06
H 1.6719 -3.6815 0.4166 0.05
H 0.1888 -3.4402 1.0108 0.05
H 0.6855 -3.1637 -1.5225 0.09
H 0.5062 -4.9087 -1.4761 0.10
H -1.6208 -3.8772 -2.0364 0.10
H -1.7211 -4.7300 -0.5086 0.11
H -0.9564 -1.9500 -0.0367 0.09
H -2.3138 -2.8255 0.6149 0.11
H -3.6976 -1.5302 -0.6159 0.11
H -3.1037 -2.3087 -2.0471 0.11
H -0.6756 0.2177 -0.2558 0.10
H -1.6014 1.5358 -0.8796 0.12
H -4.0670 -0.4932 1.4547 0.11
H -0.9484 0.5051 2.1717 0.08
H -0.3896 -1.4553 -2.4050 0.12
H -0.5173 0.2192 -2.8990 0.14
H -3.5673 -0.2001 -4.6286 0.14
H -2.5675 1.2370 -2.9606 0.14
H -5.2408 0.0726 -2.2685 0.13
H -4.4452 1.1107 -1.0921 0.09
H -5.7219 1.7915 -3.6971 0.10
H -4.1685 2.5872 -3.4417 0.11
H -6.1518 2.6549 -1.1684 0.12
H -6.5060 3.6317 -2.5840 0.11
H -4.1728 4.6328 -2.3598 0.12
H -5.3526 5.0690 -1.1306 0.11
H -3.0492 3.5834 -0.8290 0.08
C 7.6545 0.8189 1.7210 -0.22
Si 5.9519 0.7417 2.5536 0.20
C 5.6010 2.5208 3.1383 -0.21
C 6.2217 -0.2618 4.1505 -0.21
N 4.8299 0.1111 1.5081 -0.23
Si 3.2185 -0.1805 1.7038 0.20
C 2.1470 1.3548 2.0567 -0.18
C 2.7610 -1.4397 3.0605 -0.20
C 2.4917 -0.9252 0.1114 -0.21
H 8.4255 1.2294 2.3817 0.01
H 7.9656 -0.1835 1.4156 0.01
H 7.6036 1.4451 0.8265 0.01
H 6.4666 2.9647 3.6422 0.01
H 4.7615 2.5528 3.8396 0.00
H 5.3492 3.1495 2.2802 0.01
H 6.3496 -1.3194 3.9055 0.01
H 5.3670 -0.1718 4.8279 0.00
H 7.1110 0.0700 4.6976 0.01
H 2.3126 1.7286 3.0709 0.01
H 1.0740 1.1620 1.9550 -0.02
H 2.4056 2.1524 1.3561 0.02
H 3.3892 -2.3290 2.9668 0.02
H 1.7126 -1.7602 2.9997 0.00
H 2.9147 -1.0206 4.0591 0.01
H 3.0075 -1.8570 -0.1370 0.01
H 2.6182 -0.2334 -0.7254 0.02
H 1.4196 -1.1424 0.2196 -0.01

(3)
5
Properties=species:S:1:pos:R:3:lowdin_charge:R:1 method="wB97M-V/def2-TZVPD" total_charge=-1 de_lowest_kj_mol=62.4
O -0.1762 -1.8148 -0.5960 -0.46
V -0.2737 -0.3219 -0.1588 0.29
O -1.6385 -0.2637 0.6369 -0.47
I -0.4673 2.6230 -0.4299 -0.21
I 2.5557 -0.2226 0.5478 -0.15